The following is a DFT calculation (wB97M-V/def2-TZVPD) of a molecular structure, C9H27F4KN2O20P3S4.

As for the molar mass: 819.589 g mol⁻¹. The gap between HOMO and LUMO comes out at 8.940 eV. Its electronic energy is -5589.942480 hartree.

Geometry as ORCA input:
```
! RIJCOSX wB97M-V def2-TZVPD def2/J DEFGRID3
* xyz -1 1
K 0.460 -0.341 1.077
N 2.895 -1.452 1.375
S 3.719 -1.497 2.661
O 4.758 -0.487 2.755
O 3.928 -2.823 3.152
F 2.655 -0.753 3.684
S 3.897 -2.446 0.366
O 3.969 -3.902 0.560
O 5.081 -1.731 -0.063
F 3.011 -2.288 -0.956
N -0.707 -5.055 2.210
S -0.623 -3.719 3.263
O -1.231 -3.999 4.560
O -0.616 -2.338 2.650
F 0.940 -3.757 3.630
S -2.085 -4.833 1.812
O -2.297 -3.762 0.893
O -3.180 -5.076 2.725
F -2.072 -6.111 0.832
C 3.151 1.877 -0.605
O 1.824 1.379 -0.881
P 0.943 2.249 -2.063
O 1.646 3.374 -2.606
O 0.709 1.181 -3.304
C 1.872 0.654 -3.987
O -0.567 2.493 -1.522
C -1.499 3.427 -2.207
H 3.893 1.609 -1.358
H 3.519 1.389 0.297
H 3.114 2.965 -0.555
H 2.653 0.530 -3.238
H 2.134 1.406 -4.732
H 1.717 -0.342 -4.402
H -0.903 3.942 -2.961
H -1.872 4.240 -1.585
H -2.408 2.997 -2.626
C -4.936 -3.397 -2.167
O -3.808 -2.617 -1.809
P -3.179 -1.780 -2.965
O -3.870 -0.559 -3.310
O -1.696 -1.467 -2.471
C -0.877 -2.363 -1.669
O -2.967 -2.789 -4.175
C -3.676 -2.613 -5.356
H -5.483 -3.032 -3.036
H -5.689 -3.301 -1.385
H -4.685 -4.435 -2.386
H -0.985 -2.255 -0.590
H 0.171 -2.122 -1.844
H -1.291 -3.302 -2.036
H -3.807 -3.515 -5.955
H -3.026 -1.984 -5.965
H -4.673 -2.204 -5.198
C -0.420 2.470 5.407
O -0.855 3.303 4.309
P 0.299 3.424 3.154
O 0.601 2.204 2.326
O -0.406 4.728 2.398
C -0.061 4.897 0.984
O 1.560 4.051 3.867
C 2.799 4.398 3.212
H -0.048 1.518 5.029
H -1.262 2.309 6.081
H 0.363 3.116 5.804
H 0.827 5.526 0.923
H -0.831 5.491 0.491
H 0.106 3.959 0.456
H 2.923 3.792 2.315
H 3.687 4.092 3.766
H 2.768 5.453 2.943
*
```

Löwdin atomic charge list, values in e, 6 entries: atom 1 (K): 0.797, atom 2 (N): -0.374, atom 3 (S): 0.434, atom 4 (O): -0.309, atom 5 (O): -0.269, atom 6 (F): -0.233

The following is a DFT calculation (wB97M-V/def2-TZVPD) of a molecular structure, C9H27NNaO9S.

As for the molar mass: 348.370 g mol⁻¹. The gap between HOMO and LUMO comes out at 6.891 eV. Its electronic energy is -1651.624816 hartree.

Geometry as ORCA input:
```
! RIJCOSX wB97M-V def2-TZVPD def2/J DEFGRID3
* xyz -1 1
Na 0.701 -0.104 -0.696
S 2.215 1.892 -2.593
O 3.256 0.823 -2.652
O 1.821 2.114 -1.154
O 2.695 3.134 -3.186
O 0.988 1.383 -3.292
C 3.640 1.136 1.553
O 2.300 1.016 1.112
H 4.248 0.306 1.181
H 4.090 2.060 1.175
H 3.654 1.181 2.644
H 2.233 1.512 0.244
C -1.991 0.199 -3.079
O -1.150 0.781 -2.124
H -1.533 -0.670 -3.572
H -2.911 -0.140 -2.584
H -2.299 0.912 -3.854
H -0.354 1.185 -2.611
C 3.752 -2.201 -1.711
O 2.588 -1.399 -1.671
H 3.499 -3.198 -1.339
H 4.117 -2.306 -2.738
H 4.554 -1.793 -1.089
H 2.815 -0.536 -2.158
C -0.321 -3.214 -1.304
O -0.272 -2.251 -0.283
C -1.550 -2.003 0.259
C -1.475 -1.043 1.424
N -1.218 0.308 0.950
C -0.856 1.280 1.967
C -1.891 1.461 3.058
O -3.157 1.653 2.468
C -4.181 1.757 3.398
H -0.769 -4.147 -0.939
H 0.702 -3.390 -1.632
H -0.898 -2.857 -2.167
H -1.996 -2.954 0.596
H -2.224 -1.599 -0.510
H -0.721 -1.355 2.150
H -2.443 -1.104 1.955
H -2.074 0.664 0.536
H -0.702 2.233 1.456
H 0.116 1.033 2.401
H -1.626 2.322 3.692
H -1.929 0.605 3.755
H -4.293 0.831 3.988
H -5.119 1.907 2.861
H -4.027 2.575 4.112
*
```

Löwdin atomic charge list, values in e, 6 entries: atom 1 (Na): 0.386, atom 2 (S): 0.345, atom 3 (O): -0.369, atom 4 (O): -0.396, atom 5 (O): -0.364, atom 6 (O): -0.377